The following is a DFT calculation (the ωB97M-V functional and the def2-TZVPD basis) of a single C10H8OS2 molecule in a non-equilibrium geometry.

Values from the calculation:
Charge: 0
Highest occupied orbital energy: -8.23 eV
Energy relative to the best compared isomer or geometry (same formula, charge and spin): 0.0 kcal/mol
LUMO: 0.7 eV
Gap between HOMO and LUMO: 8.96 eV
Total energy: -34216.6235 eV

Bonds (Å) are listed after each position.
Atoms and positions in Å:
1 C 0.51112 -2.11557 1.99363  S2 1.761, C5 1.370, H14 1.084
2 S -1.06130 -2.19026 2.78313  C1 1.761, C3 1.758
3 C -1.70950 -0.99837 1.66559  S2 1.758, C4 1.371, H15 1.062
4 C -0.76322 -0.57015 0.77077  C3 1.371, C5 1.458, C13 1.447
5 C 0.54363 -1.17674 0.99709  C1 1.370, C4 1.458, C6 1.502
6 C 1.76519 -0.90219 0.16828  C5 1.502, O7 1.454, H16 1.094, H17 1.124
7 O 1.98584 0.53065 0.27461  C6 1.454, C8 1.432
8 C 1.47435 1.24023 -0.85918  O7 1.432, C9 1.493, H18 1.106, H19 1.070
9 C -0.01536 1.29634 -0.94239  C8 1.493, C10 1.378, C13 1.489
10 C -0.58516 2.13504 -1.87513  C9 1.378, S11 1.758, H20 1.080
11 S -2.31046 1.85158 -2.05993  C10 1.758, C12 1.760
12 C -2.24187 0.56789 -0.85842  S11 1.760, C13 1.381, H21 1.064
13 C -1.00166 0.40322 -0.27321  C4 1.447, C9 1.489, C12 1.381
14 H 1.39020 -2.65551 2.32528  C1 1.084
15 H -2.74335 -0.75854 1.69112  C3 1.062
16 H 1.66016 -1.22057 -0.87334  C6 1.094
17 H 2.62359 -1.45447 0.64000  C6 1.124
18 H 1.86581 2.27489 -0.83656  C8 1.106
19 H 1.79243 0.79330 -1.77815  C8 1.070
20 H -0.07681 2.88921 -2.45838  C10 1.080
21 H -3.10365 0.06005 -0.49484  C12 1.064